{
  "formula": "H2I2NP",
  "method": "ωB97M-V/def2-TZVPD",
  "elements": ["N", "P", "I", "I", "H", "H"],
  "xyz": [[0.243253, -0.799126, 0.406224], [0.237651, 0.383759, -0.780990], [0.658196, 2.598782, 0.683838], [-2.138966, 0.435101, -1.248239], [-0.138445, -1.681591, 0.080635], [1.138310, -0.936924, 0.858532]],
  "atomic_forces_ev_per_a": [[0.03, -0.31, 0.12], [0.56, 1.39, 0.23], [-0.28, -1.19, -0.61], [-0.20, -0.01, 0.02], [-0.14, 0.06, 0.20], [0.04, 0.07, 0.04]],
  "smiles": "NP(I)I",
  "lumo_energy_ha": -0.0288,
  "e_homo_ev": -8.8,
  "e_above_lowest_ev": 0.147,
  "total_energy_ev": -27013.657,
  "homo_lumo_gap_ev": 8.024
}



{
  "formula": "C4H4O5Pb",
  "method": "ωB97M-V/def2-TZVPD",
  "elements": ["O", "C", "O", "Pb", "O", "C", "C", "O", "O", "C", "H", "H", "H", "H"],
  "xyz": [[-0.777647, 0.754648, -0.755622], [-3.315818, 1.602808, 1.313644], [-3.880144, 0.946004, 2.029944], [-1.648429, 2.417713, -0.354775], [1.730744, 2.648190, -0.464878], [1.022232, 3.686715, 0.047767], [1.270325, 1.865860, -1.572486], [1.626185, 4.437471, 0.803502], [-0.209325, 3.794086, -0.286904], [0.542456, 0.579475, -1.193557], [2.181370, 1.607069, -2.129670], [0.639318, 2.485563, -2.229689], [1.137330, 0.012902, -0.450413], [0.582974, -0.043384, -2.111987]],
  "atomic_forces_ev_per_a": [[2.24, -3.54, -0.62], [-1.63, -1.24, 2.67], [0.09, 0.13, -0.42], [-4.21, 2.67, -2.09], [0.07, -0.62, -0.28], [2.60, 1.42, 1.62], [0.05, 0.17, -0.01], [-0.88, -0.89, -0.85], [1.48, 1.92, -0.17], [0.91, -0.48, -0.29], [-0.25, 0.04, 0.15], [0.13, -0.16, 0.08], [-0.21, 0.38, -0.12], [-0.37, 0.19, 0.31]],
  "lumo_energy_ha": -0.0377,
  "e_homo_ev": -9.3,
  "e_above_lowest_ev": 0.349,
  "total_energy_ev": -19695.858,
  "homo_lumo_gap_ev": 8.283
}



{
  "formula": "C3H12BF8N2O11S4V",
  "method": "ωB97M-V/def2-TZVPD",
  "elements": ["V", "B", "F", "F", "F", "F", "N", "S", "O", "O", "F", "S", "O", "O", "F", "N", "S", "O", "O", "F", "S", "O", "O", "F", "C", "O", "H", "H", "H", "H", "C", "O", "H", "H", "H", "H", "C", "O", "H", "H", "H", "H"],
  "xyz": [[-0.014150, -0.093942, -0.014062], [-1.242223, -3.204526, -0.498852], [-1.911114, -3.495195, -1.657424], [0.083975, -3.641397, -0.527317], [-1.161734, -1.728199, -0.366874], [-1.888059, -3.659784, 0.623662], [1.396364, 1.327660, -0.165120], [1.897589, 2.310853, -1.342237], [3.289089, 2.273228, -1.579096], [1.175173, 3.517601, -1.456028], [1.304972, 1.463491, -2.585575], [2.215279, 2.149653, 1.117405], [1.835873, 3.465329, 1.402963], [3.536720, 1.685377, 1.295312], [1.461190, 1.281842, 2.217792], [-1.210196, 0.502336, 1.446673], [-1.674480, 1.986625, 2.003499], [-1.053513, 2.366803, 3.197392], [-3.023878, 2.301174, 1.723801], [-0.877553, 2.796886, 0.886937], [-2.160021, -0.393839, 2.568915], [-3.454373, -0.677017, 2.099268], [-1.813365, -0.132483, 3.905879], [-1.363518, -1.742587, 2.321510], [0.564054, -1.568878, -2.889525], [1.064176, -1.083829, -1.625125], [-0.520860, -1.572153, -2.827287], [0.943869, -0.991782, -3.729586], [0.826726, -2.617436, -3.033201], [2.021077, -1.045249, -1.724284], [-2.583739, 1.271817, -1.298660], [-1.169915, 0.971633, -1.429248], [-3.065033, 1.429353, -2.263552], [-3.061013, 0.488765, -0.721868], [-2.703433, 2.244178, -0.821710], [-0.886613, 1.402193, -2.242303], [2.542631, -1.504565, 1.230203], [1.108058, -1.450716, 1.209561], [2.894488, -1.557242, 2.259128], [2.910344, -2.353353, 0.653057], [2.990504, -0.605283, 0.814955], [0.776632, -2.117345, 1.821022]],
  "atomic_forces_ev_per_a": [[-0.50, -1.59, -0.27], [0.20, -1.80, 0.41], [0.05, 0.41, -0.18], [-0.04, 0.22, -0.10], [-0.02, 1.67, -0.04], [-0.02, 0.13, -0.13], [1.96, 2.20, 1.17], [-1.15, -0.16, -4.18], [0.44, -0.09, 0.69], [-0.20, 0.33, 0.56], [0.00, -0.15, 0.44], [-0.59, -3.15, 3.59], [-0.24, 0.95, -0.93], [0.63, 0.23, -0.95], [-0.25, 0.13, -0.27], [-1.94, 0.12, 2.00], [1.50, 3.22, -2.47], [0.26, -0.10, 0.94], [-0.53, -0.65, 0.27], [-0.17, -0.31, 0.06], [1.82, -4.04, -0.82], [-0.41, 0.72, -0.17], [-0.48, 1.03, 0.45], [-0.04, 0.18, -0.20], [-0.63, -0.74, -0.10], [0.12, 0.17, -0.27], [0.01, 0.31, -0.11], [-0.09, 0.30, 0.16], [0.24, 0.05, 0.25], [0.08, 0.22, 0.38], [-0.47, 0.81, 0.22], [-0.42, -0.25, -0.21], [0.28, -0.67, -0.24], [-0.02, -0.05, -0.06], [0.17, -0.21, 0.42], [0.66, -0.06, 0.12], [0.69, -0.09, 0.05], [0.32, 0.84, -0.30], [-0.06, -0.13, 0.01], [-0.21, -0.15, 0.10], [-0.39, 0.13, -0.08], [-0.53, 0.02, -0.21]],
  "lumo_energy_ha": [-0.1156, -0.0748],
  "e_homo_ev": [-11.6, -11.8],
  "e_above_lowest_ev": 0.683,
  "total_energy_ev": -120257.569,
  "spin_multiplicity": 3,
  "homo_lumo_gap_ev": [8.486, 9.788]
}